Entry 1:
{"formula": "C2HBiF6NO4S2", "method": "ωB97M-V/def2-TZVPD", "gap_ev": [4.79, 4.80], "e_homo_ev": [-13.090, -13.090], "de_lowest_kcal_mol": 0.0, "total_charge": 1, "lumo_ev": [-8.29, -8.29], "e_tot_ha": -2042.253090, "max_force_ev_per_a": 6.25, "elements": ["N", "S", "O", "C", "F", "F", "F", "S", "O", "O", "Bi", "O", "H", "C", "F", "F", "F"], "coordinates": [[0.8291, -1.2441, 0.3943], [1.6476, -0.2522, -0.6727], [2.3321, -1.1030, -1.6975], [3.0340, 0.1574, 0.5207], [3.6447, -0.9311, 0.9541], [2.5609, 0.8405, 1.5513], [3.9115, 0.9111, -0.1318], [-0.6160, -0.8193, 0.8372], [-0.8025, 0.6695, 0.9245], [-1.0672, -1.5512, 2.0079], [-1.2896, 2.4739, 0.3424], [-2.5333, 3.2070, -0.8546], [-3.4778, 3.0545, -0.8885], [-1.8433, -1.2567, -0.5739], [-1.9340, -0.3041, -1.4868], [-1.3681, -2.3345, -1.1696], [-3.0280, -1.5179, -0.0571]], "forces_ev_per_angstrom": [[-1.94, 1.25, 0.60], [1.60, -1.40, -1.67], [-1.41, 1.56, 1.54], [0.69, -0.55, -0.33], [-0.29, 0.10, -0.09], [-0.43, 0.36, 0.43], [-0.13, 0.12, -0.07], [1.15, -6.11, 0.62], [-0.32, -0.57, 0.81], [0.41, 1.77, -1.91], [3.52, 2.80, 1.97], [-2.60, 0.61, -1.95], [-0.73, -0.09, -0.66], [0.58, -1.54, 0.53], [-0.06, 1.16, -0.10], [-0.02, 0.14, 0.28], [-0.04, 0.38, 0.01]], "mulliken_charge": [-0.421, 0.356, -0.538, 0.765, -0.207, -0.232, -0.204, 1.159, -0.445, -0.555, 1.536, -0.643, 0.368, 0.650, -0.213, -0.188, -0.188]}

***

Entry 2:
{"formula": "C5H8N4O", "method": "ωB97M-V/def2-TZVPD", "gap_ev": 9.26, "e_homo_ev": -8.844, "de_lowest_kcal_mol": 31.9, "total_charge": 0, "lumo_ev": 0.41, "smiles": "Cn1ncc(C#N)c1N.O", "e_tot_ha": -489.578172, "max_force_ev_per_a": 1.48, "elements": ["C", "N", "N", "C", "C", "C", "N", "C", "N", "H", "H", "H", "H", "H", "H", "O", "H", "H"], "coordinates": [[2.0952, 1.2103, -4.5518], [1.8165, 0.5407, -3.3005], [2.7504, -0.2394, -2.6943], [2.1970, -0.6822, -1.5886], [0.8605, -0.2146, -1.4619], [-0.1047, -0.5329, -0.4737], [-0.9408, -0.9165, 0.2405], [0.6699, 0.5986, -2.5989], [-0.4136, 1.2919, -3.0197], [2.2136, 2.2922, -4.4019], [3.0230, 0.7995, -4.9594], [1.2836, 1.0240, -5.2670], [2.7440, -1.3395, -0.9174], [-1.1764, 1.4130, -2.3686], [-0.2854, 2.0518, -3.6744], [-1.6074, 1.2739, 2.3473], [-0.6847, 1.4104, 2.0551], [-1.8739, 0.3839, 2.0433]], "forces_ev_per_angstrom": [[0.03, 0.03, -0.15], [-0.32, -0.04, 0.22], [0.41, -0.14, 0.25], [-0.11, 0.02, -0.33], [0.07, 0.52, -0.30], [-1.02, -0.85, 0.37], [1.08, 0.77, -0.67], [0.53, -0.60, 0.67], [-0.62, 0.40, -0.28], [0.00, -0.23, -0.05], [-0.22, 0.09, 0.19], [0.16, 0.04, 0.16], [-0.18, 0.20, -0.23], [0.19, -0.04, -0.08], [0.00, -0.20, 0.23], [0.31, -0.18, -0.18], [-0.84, -0.42, 0.15], [0.54, 0.63, 0.02]], "mulliken_charge": [-0.953, 0.721, -1.016, -0.345, 0.133, 0.042, -0.573, 0.512, -0.440, 0.320, 0.293, 0.359, 0.484, 0.249, 0.216, -0.673, 0.301, 0.369]}

***

Entry 3:
{"formula": "C43H38FMnN8O7S", "method": "ωB97M-V/def2-TZVPD", "gap_ev": [7.38, 7.32], "e_homo_ev": [-9.616, -9.616], "de_lowest_kcal_mol": 0.0, "total_charge": 1, "lumo_ev": [-2.23, -2.30], "e_tot_ha": -4275.227550, "max_force_ev_per_a": 0.62, "multiplicity": 6, "elements": ["Mn", "C", "O", "C", "C", "C", "C", "C", "C", "C", "N", "C", "C", "N", "C", "C", "C", "C", "N", "C", "C", "N", "C", "C", "C", "C", "H", "H", "H", "H", "H", "H", "H", "H", "H", "H", "H", "H", "H", "H", "N", "S", "C", "C", "C", "C", "C", "C", "C", "C", "C", "C", "C", "C", "H", "H", "H", "H", "H", "H", "H", "H", "H", "H", "H", "O", "C", "O", "C", "N", "C", "C", "C", "H", "H", "H", "H", "H", "H", "H", "H", "H", "F", "C", "C", "N", "C", "C", "O", "O", "C", "O", "N", "C", "O", "H", "H", "H", "H"], "coordinates": [[-0.7709, -0.0919, -1.3029], [8.6886, -0.8833, 8.8392], [8.9611, -0.7971, 7.4493], [7.9122, -0.7228, 6.6015], [8.2311, -0.5860, 5.2494], [7.2280, -0.5106, 4.3091], [5.8846, -0.5686, 4.6865], [5.5781, -0.7027, 6.0350], [6.5762, -0.7801, 6.9921], [4.7951, -0.4996, 3.7125], [3.5144, -0.5223, 4.0055], [2.8710, -0.4429, 2.8006], [3.7675, -0.3711, 1.7629], [5.0032, -0.4052, 2.3607], [3.3738, -0.2824, 0.3946], [4.2474, -0.2266, -0.6997], [3.7337, -0.1526, -1.9693], [2.3466, -0.1186, -2.1282], [1.5095, -0.1604, -1.1127], [1.9912, -0.2613, 0.1362], [1.0245, -0.3708, 1.2233], [-0.2885, -0.4140, 0.9015], [-1.1732, -0.5373, 1.8752], [-0.8233, -0.6231, 3.2248], [0.5036, -0.5798, 3.5674], [1.4601, -0.4567, 2.5526], [9.6549, -0.8831, 9.3339], [8.1579, -1.8073, 9.0796], [8.1059, -0.0247, 9.1801], [9.2725, -0.5404, 4.9637], [7.5110, -0.3998, 3.2696], [4.5387, -0.7487, 6.3293], [6.3049, -0.8872, 8.0313], [5.8959, -0.3922, 1.9021], [5.3187, -0.2492, -0.5446], [4.3786, -0.1226, -2.8355], [1.9083, -0.0577, -3.1177], [-2.2127, -0.5547, 1.5783], [-1.5977, -0.7214, 3.9715], [0.8372, -0.6425, 4.5946], [-0.4479, 1.9788, -1.9017], [-1.3551, 3.0730, -1.1667], [-0.6053, 4.6547, -1.4971], [-0.0007, 5.3045, -0.4323], [0.6462, 6.5127, -0.6562], [0.6849, 7.0496, -1.9333], [0.0751, 6.3894, -2.9944], [-0.5775, 5.1879, -2.7803], [-2.8934, 3.2715, -2.0767], [-3.1862, 2.4090, -3.1169], [-4.4083, 2.5261, -3.7689], [-5.3218, 3.4884, -3.3650], [-5.0187, 4.3402, -2.3079], [-3.8019, 4.2322, -1.6547], [-0.0906, 2.3400, -2.7828], [-0.0375, 4.8706, 0.5586], [1.1162, 7.0323, 0.1672], [1.1892, 7.9904, -2.1060], [0.0996, 6.8187, -3.9864], [-1.0785, 4.6826, -3.5966], [-2.4731, 1.6452, -3.4011], [-4.6484, 1.8607, -4.5876], [-6.2722, 3.5752, -3.8737], [-5.7332, 5.0883, -1.9929], [-3.5601, 4.8938, -0.8318], [0.8988, -3.2373, -0.4887], [-0.1322, -3.1087, -1.1166], [-0.5069, -2.1579, -1.8917], [-1.2139, -4.2155, -0.9956], [-2.3725, -3.7693, -1.8522], [-2.5571, -4.7632, -2.9498], [-1.1963, -5.4344, -3.0590], [-0.7577, -5.5442, -1.5975], [-1.5216, -4.2908, 0.0451], [-2.0080, -2.8484, -2.2026], [-3.2443, -3.5746, -1.3562], [-2.8932, -4.2522, -3.8490], [-3.3217, -5.4728, -2.6361], [-0.5041, -4.8045, -3.6199], [-1.2649, -6.3986, -3.5574], [0.3168, -5.6586, -1.4739], [-1.2517, -6.3864, -1.1112], [-7.0778, 0.7198, -4.5817], [-6.6446, -0.2139, -3.7338], [-6.0643, 0.1153, -2.5793], [-5.6046, -0.8358, -1.6905], [-4.8205, -0.4056, -0.5457], [-3.3724, -0.1216, -0.9364], [-2.7464, 0.7744, -0.3300], [-2.8494, -0.8415, -1.8292], [-5.6862, -2.1775, -1.9681], [-5.2315, -3.0449, -1.2389], [-6.3331, -2.4811, -3.1411], [-6.8155, -1.6087, -4.1253], [-7.2965, -2.0155, -5.1497], [-5.9169, 1.1493, -2.2968], [-4.8258, -1.2205, 0.1782], [-5.2706, 0.4750, -0.0924], [-6.4336, -3.4666, -3.3448]], "forces_ev_per_angstrom": [[0.26, -0.11, 0.24], [-0.01, -0.02, 0.00], [-0.01, 0.05, -0.03], [-0.01, -0.03, 0.01], [-0.01, 0.00, 0.01], [-0.01, 0.01, 0.02], [0.00, -0.01, 0.00], [0.00, 0.00, -0.02], [0.03, 0.01, 0.01], [0.04, 0.01, 0.04], [0.02, 0.01, -0.03], [-0.03, -0.01, -0.03], [-0.05, 0.01, -0.01], [-0.04, -0.02, -0.01], [0.01, 0.00, 0.01], [-0.01, 0.00, 0.02], [-0.02, -0.01, 0.01], [0.03, 0.02, 0.00], [0.02, -0.06, -0.01], [-0.03, -0.01, 0.00], [-0.01, -0.07, -0.01], [0.12, 0.12, -0.03], [-0.02, -0.02, 0.01], [0.02, -0.02, -0.02], [0.02, 0.01, -0.01], [0.01, -0.04, 0.00], [0.00, -0.01, 0.00], [0.00, 0.01, 0.00], [0.00, 0.00, 0.00], [0.02, 0.00, 0.00], [0.02, 0.00, -0.02], [0.00, 0.00, 0.01], [0.00, 0.00, 0.01], [0.01, 0.00, 0.01], [0.01, 0.00, -0.01], [0.00, 0.01, -0.01], [0.00, 0.00, 0.00], [0.00, 0.04, -0.01], [-0.01, 0.00, 0.01], [-0.01, -0.01, 0.01], [-0.14, -0.12, -0.05], [-0.06, 0.10, 0.00], [-0.02, -0.04, -0.04], [0.00, 0.00, 0.00], [-0.01, -0.02, 0.00], [0.00, -0.01, 0.00], [-0.01, 0.00, 0.01], [-0.02, 0.04, 0.01], [0.02, 0.01, 0.00], [0.01, 0.02, -0.04], [0.12, 0.12, -0.05], [0.03, 0.07, -0.03], [-0.03, -0.03, -0.01], [0.02, 0.00, -0.01], [-0.02, -0.09, -0.01], [0.00, 0.00, 0.02], [0.01, 0.00, 0.01], [0.00, 0.02, 0.00], [0.00, 0.01, -0.02], [0.00, -0.02, -0.02], [-0.01, 0.01, -0.01], [0.01, 0.01, -0.02], [-0.03, 0.00, -0.02], [-0.01, 0.02, 0.00], [0.00, 0.01, 0.02], [0.10, 0.03, 0.02], [-0.24, -0.12, 0.08], [0.38, 0.47, -0.15], [-0.04, -0.04, 0.02], [-0.01, -0.05, 0.05], [-0.04, -0.05, -0.05], [-0.02, -0.03, 0.03], [0.01, 0.02, -0.02], [0.00, 0.00, -0.01], [-0.10, -0.04, -0.02], [-0.12, -0.04, 0.06], [0.01, 0.00, -0.01], [-0.01, 0.01, 0.01], [-0.01, 0.01, -0.01], [0.02, 0.00, -0.02], [-0.01, -0.03, 0.02], [-0.02, 0.01, 0.01], [-0.02, 0.02, -0.02], [0.04, -0.05, 0.07], [-0.05, 0.00, 0.02], [-0.08, -0.09, 0.08], [0.08, 0.02, -0.08], [-0.09, 0.02, -0.05], [-0.10, -0.19, 0.16], [-0.09, 0.17, -0.04], [-0.04, 0.18, -0.13], [0.24, -0.16, 0.08], [0.01, -0.07, -0.03], [0.01, 0.02, 0.02], [-0.04, -0.01, -0.04], [-0.06, -0.11, 0.05], [0.01, 0.07, 0.03], [-0.01, 0.01, -0.04], [0.00, 0.03, 0.02]], "mulliken_spin": [4.821, 0.000, 0.000, 0.000, 0.000, 0.000, 0.000, 0.001, -0.001, 0.000, 0.000, 0.001, -0.003, 0.000, -0.003, 0.001, 0.003, 0.009, 0.009, 0.014, -0.026, 0.019, 0.022, 0.001, 0.006, -0.001, 0.000, 0.000, 0.000, 0.000, 0.000, 0.000, 0.000, 0.000, 0.000, -0.001, 0.010, -0.008, 0.000, 0.000, 0.033, 0.013, 0.006, 0.001, 0.000, 0.001, -0.001, 0.000, -0.001, 0.018, 0.001, 0.000, 0.000, 0.000, 0.016, 0.000, 0.000, 0.000, 0.000, -0.001, -0.002, 0.000, 0.000, 0.000, 0.000, 0.005, 0.005, 0.044, -0.005, 0.002, 0.000, 0.000, 0.001, 0.000, 0.008, -0.001, 0.000, 0.000, 0.000, 0.000, 0.000, 0.000, 0.000, -0.001, 0.000, 0.001, 0.007, -0.085, 0.019, 0.040, 0.002, 0.000, 0.000, 0.000, 0.000, 0.000, 0.001, 0.000, 0.000]}